# 1
# C4H9AlO3

A structure of composition C4H9AlO3 (ωB97M-V/def2-TZVPD, the Open Molecules 2025 dataset).

The geometry in ORCA input format:
```
! RIJCOSX wB97M-V def2-TZVPD def2/J DEFGRID3
* xyz 1 2
C -0.23 0.88 1.01
O 2.58 -0.02 0.08
C 2.17 1.21 0.41
O -0.61 -1.14 -0.16
H 2.22 1.44 1.49
H -1.95 -0.39 1.24
O 0.68 1.27 -0.01
H -1.91 -2.69 0.26
H 2.61 2.03 -0.19
H -0.71 1.76 1.46
C -1.48 -2.16 -0.61
H -2.29 -1.74 -1.23
H -1.90 0.48 -0.32
Al 1.05 -0.54 -1.03
C -1.28 -0.03 0.43
H -0.89 -2.87 -1.21
H 0.31 0.33 1.80
*
```

For the HOMO energy (spin up / spin down), the calculation gives -12.9 / -14.4 eV. For the total energy, the calculation gives -17026.2109 eV. The energy above the lowest of the compared OMol25 structures with the same formula, charge and spin is 0.00 kcal/mol. The HOMO-LUMO gap (spin up / spin down) comes out at 9.17 / 8.17 eV.

These are the Mulliken partial charges, in e, on atoms 1 to 4: C -0.483; O -0.484; C -0.049; O -0.040

# 2
# H10O5

A cluster of 5 separate species, H10O5 in total (ωB97M-V/def2-TZVPD, the Open Molecules 2025 dataset).

The geometry in ORCA input format:
```
! RIJCOSX wB97M-V def2-TZVPD def2/J DEFGRID3
* xyz 0 1
O -0.99 2.65 -1.31
O 0.47 -0.46 0.51
H -0.70 3.36 -1.88
H 0.33 -2.70 0.00
H 2.49 1.48 -1.83
H -1.23 -0.20 3.24
H -0.29 -4.01 -0.44
O 1.80 2.08 -2.12
O -1.42 -1.08 2.92
H 1.02 1.81 -1.64
H -1.41 2.02 -1.90
O 0.43 -3.41 -0.63
H -0.07 0.20 0.08
H 0.67 -0.08 1.37
H -1.10 -1.66 3.61
*
```

For the HOMO energy, the calculation gives -11.0 eV. For the total energy, the calculation gives -10399.6777 eV. The SMILES is O.O.O.O.O. The energy above the lowest of the compared OMol25 structures with the same formula, charge and spin is 27.02 kcal/mol. The HOMO-LUMO gap comes out at 11.34 eV.

These are the Mulliken partial charges, in e, on atoms 1 to 4: O -0.680; O -0.617; H 0.331; H 0.328

# 3
# C2HN3O3

The molecule C2HN3O3 (ωB97M-V/def2-TZVPD, the Open Molecules 2025 dataset).

The geometry in ORCA input format:
```
! RIJCOSX wB97M-V def2-TZVPD def2/J DEFGRID3
* xyz 0 1
C -2.18 0.80 -0.18
N -0.35 -0.53 0.04
C 1.89 -0.21 -0.05
H 1.45 0.49 0.71
N -3.15 1.33 0.01
O 3.00 -0.37 -0.42
O 0.78 -0.81 -0.65
N -1.15 0.14 -0.65
O -0.29 -0.82 1.19
*
```

For the HOMO energy (spin up / spin down), the calculation gives -11.4 / -11.4 eV. For the total energy, the calculation gives -12697.2659 eV. The SMILES is N#C/N=[N+](\[O-])OC=O. The energy above the lowest of the compared OMol25 structures with the same formula, charge and spin is 158.09 kcal/mol. The HOMO-LUMO gap (spin up / spin down) comes out at 9.89 / 9.90 eV.

These are the Mulliken partial charges, in e, on atoms 1 to 4: C 0.389; N 1.169; C 0.224; H 0.347